The following is a DFT calculation (the ωB97M-V functional and the def2-TZVPD basis) of a structure of composition C43H54BCoN7OS3 in a non-equilibrium geometry.

Summary:
E_tot in Eh: -4731.82589
Charge: 0
Spin multiplicity: 2
Kohn-Sham gap (spin up / spin down) in eV: 7.983 / 8.018
Energy above the lowest of the compared OMol25 structures with the same formula, charge and spin in kJ/mol: 0.0

Element x y z (Å)
Co (-0.975, 1.008, -0.495)
C (-2.908, -4.030, 0.434)
C (-2.508, -2.681, 0.943)
C (-2.560, -2.188, 2.222)
C (-2.013, -0.887, 2.167)
N (-1.688, -0.600, 0.900)
N (-1.977, -1.715, 0.172)
B (-1.751, -1.721, -1.341)
N (-2.628, -0.664, -2.042)
N (-2.288, 0.656, -2.005)
C (-3.078, 1.295, -2.872)
C (-3.968, 0.362, -3.442)
C (-3.648, -0.861, -2.898)
C (-4.264, -2.200, -3.151)
C (-3.013, 2.758, -3.282)
C (-2.896, 2.796, -4.814)
C (-1.809, 3.500, -2.709)
C (-4.306, 3.469, -2.860)
N (-0.261, -1.428, -1.674)
N (0.272, -0.167, -1.625)
C (1.471, -0.227, -2.211)
C (1.713, -1.551, -2.627)
C (0.598, -2.277, -2.270)
C (0.310, -3.729, -2.483)
C (2.432, 0.925, -2.474)
C (1.795, 2.294, -2.254)
C (2.872, 0.847, -3.945)
C (3.690, 0.787, -1.607)
C (-1.876, 0.015, 3.388)
C (-3.231, 0.688, 3.662)
C (-1.529, -0.846, 4.616)
C (-0.777, 1.081, 3.240)
H (-3.295, -4.627, 1.258)
H (-2.056, -4.560, 0.001)
H (-3.682, -3.965, -0.332)
H (-2.926, -2.718, 3.089)
H (-2.037, -2.801, -1.775)
H (-4.741, 0.557, -4.172)
H (-5.100, -2.092, -3.840)
H (-4.637, -2.646, -2.226)
H (-3.544, -2.897, -3.589)
H (-1.994, 2.272, -5.146)
H (-2.835, 3.836, -5.151)
H (-3.758, 2.332, -5.301)
H (-0.890, 2.951, -2.903)
H (-1.903, 3.655, -1.637)
H (-1.725, 4.480, -3.188)
H (-5.186, 2.977, -3.283)
H (-4.292, 4.507, -3.213)
H (-4.401, 3.474, -1.773)
H (2.592, -1.930, -3.134)
H (1.215, -4.232, -2.821)
H (-0.466, -3.875, -3.238)
H (-0.026, -4.206, -1.560)
H (1.116, 2.522, -3.075)
H (2.567, 3.068, -2.239)
H (1.241, 2.353, -1.318)
H (2.005, 0.857, -4.611)
H (3.455, -0.056, -4.152)
H (3.500, 1.713, -4.179)
H (3.473, 0.941, -0.547)
H (4.428, 1.536, -1.911)
H (4.137, -0.205, -1.721)
H (-4.005, -0.062, 3.859)
H (-3.539, 1.293, 2.810)
H (-3.152, 1.340, 4.540)
H (-2.244, -1.656, 4.776)
H (-1.545, -0.212, 5.507)
H (-0.527, -1.279, 4.538)
H (-1.174, 1.984, 2.776)
H (0.062, 0.724, 2.638)
H (-0.403, 1.362, 4.230)
S (-2.616, 2.461, 0.444)
C (-1.199, 3.296, 0.856)
N (-0.045, 2.763, 0.520)
C (1.026, 3.445, 1.103)
C (2.368, 3.071, 1.056)
C (3.312, 3.856, 1.699)
C (2.938, 5.012, 2.388)
C (1.603, 5.385, 2.461)
C (0.659, 4.588, 1.825)
S (-1.077, 4.755, 1.803)
H (2.641, 2.155, 0.545)
H (4.355, 3.564, 1.671)
H (3.691, 5.615, 2.882)
H (1.304, 6.270, 3.012)
O (1.488, -0.045, 1.102)
S (2.465, -1.118, 0.750)
C (1.724, -2.701, 1.140)
C (2.084, -3.801, 0.370)
C (1.508, -5.036, 0.646)
C (0.572, -5.148, 1.667)
C (0.205, -4.031, 2.412)
C (0.782, -2.799, 2.149)
C (3.684, -1.099, 2.075)
C (4.814, -1.904, 1.991)
C (5.763, -1.846, 3.001)
C (5.582, -0.979, 4.075)
C (4.456, -0.167, 4.137)
C (3.498, -0.222, 3.131)
H (2.794, -3.685, -0.446)
H (1.779, -5.904, 0.056)
H (0.116, -6.109, 1.875)
H (-0.542, -4.117, 3.193)
H (0.499, -1.904, 2.695)
H (4.949, -2.573, 1.144)
H (6.646, -2.471, 2.950)
H (6.328, -0.931, 4.860)
H (4.323, 0.515, 4.968)
H (2.615, 0.412, 3.144)

***

The following is a DFT calculation (the ωB97M-V functional and the def2-TZVPD basis) of a cluster of 10 separate species, C43H54F24O24 in total in a non-equilibrium geometry.

Summary:
E_tot in Eh: -5873.54517
Charge: 0
Kohn-Sham gap in eV: 9.947
Energy above the lowest of the compared OMol25 structures with the same formula, charge and spin in kJ/mol: 200.9

Element x y z (Å)
F (4.349, -12.365, 21.036)
C (3.698, -11.289, 20.551)
F (4.387, -10.111, 20.810)
C (3.132, -11.445, 19.162)
F (4.077, -11.312, 18.200)
F (2.242, -10.428, 18.963)
C (2.336, -12.760, 19.137)
O (3.162, -13.875, 18.765)
C (2.856, -15.137, 19.262)
F (2.565, -15.128, 20.580)
F (1.704, -15.481, 18.615)
C (3.994, -16.128, 18.981)
F (3.856, -17.213, 19.782)
F (3.919, -16.494, 17.687)
H (2.830, -11.036, 21.184)
H (1.516, -12.721, 18.415)
H (1.865, -13.034, 20.081)
H (4.959, -15.642, 19.159)
F (4.200, -10.380, 28.151)
C (5.284, -10.598, 27.386)
F (5.461, -11.919, 27.147)
C (5.235, -9.839, 26.056)
F (6.432, -10.026, 25.420)
F (5.192, -8.510, 26.337)
C (4.126, -10.200, 25.043)
O (4.217, -9.248, 23.992)
C (3.053, -8.511, 23.835)
F (2.158, -9.352, 23.268)
F (2.546, -8.102, 25.011)
C (3.294, -7.300, 22.912)
F (2.176, -6.546, 22.782)
F (4.186, -6.433, 23.491)
H (6.170, -10.222, 27.905)
H (3.179, -10.329, 25.561)
H (4.478, -11.135, 24.606)
H (3.648, -7.671, 21.946)
F (2.168, -7.271, 18.072)
C (2.106, -7.411, 16.730)
F (3.229, -8.002, 16.268)
C (0.798, -8.116, 16.307)
F (0.827, -9.449, 16.551)
F (0.658, -7.988, 14.954)
C (-0.477, -7.541, 16.941)
O (-0.458, -6.104, 16.943)
C (-0.810, -5.600, 18.213)
F (-1.980, -6.231, 18.525)
F (0.132, -5.881, 19.086)
C (-1.171, -4.130, 18.003)
F (-1.832, -3.898, 16.849)
F (-1.798, -3.579, 19.067)
H (2.123, -6.389, 16.350)
H (-0.654, -8.140, 17.836)
H (-1.294, -7.861, 16.295)
H (-0.243, -3.554, 17.870)
C (7.758, -11.451, 20.501)
C (8.271, -11.301, 19.085)
C (7.528, -10.177, 18.308)
O (8.587, -9.341, 17.817)
C (9.776, -9.782, 18.287)
O (10.801, -9.195, 18.104)
O (9.616, -10.808, 19.101)
H (8.493, -11.905, 21.164)
H (6.880, -12.100, 20.491)
H (7.406, -10.516, 20.937)
H (8.318, -12.230, 18.517)
H (6.990, -9.569, 19.033)
H (6.910, -10.623, 17.533)
C (9.789, -19.742, 20.002)
C (9.667, -18.473, 19.201)
C (9.843, -18.549, 17.680)
O (8.963, -17.502, 17.235)
C (8.038, -17.258, 18.194)
O (7.025, -16.662, 18.028)
O (8.337, -17.944, 19.307)
H (9.550, -19.486, 21.034)
H (10.793, -20.166, 19.970)
H (9.121, -20.528, 19.650)
H (10.313, -17.655, 19.531)
H (9.441, -19.445, 17.206)
H (10.866, -18.302, 17.413)
C (5.225, -17.865, 23.806)
C (5.878, -16.524, 23.470)
C (7.350, -16.323, 23.841)
O (7.799, -15.437, 22.799)
C (6.880, -15.377, 21.803)
O (7.051, -14.890, 20.735)
O (5.891, -16.236, 22.092)
H (4.912, -17.896, 24.846)
H (5.926, -18.664, 23.555)
H (4.367, -18.101, 23.177)
H (5.321, -15.745, 24.002)
H (7.939, -17.234, 23.739)
H (7.393, -15.877, 24.830)
C (3.006, -10.542, 13.993)
C (3.590, -11.447, 15.065)
C (3.301, -12.934, 15.011)
O (4.557, -13.551, 15.371)
C (5.447, -12.563, 15.585)
O (6.540, -12.684, 16.063)
O (4.996, -11.409, 15.106)
H (1.960, -10.795, 13.804)
H (3.417, -10.750, 13.000)
H (3.200, -9.498, 14.215)
H (3.230, -11.141, 16.051)
H (2.911, -13.266, 14.047)
H (2.577, -13.193, 15.783)
C (0.786, -15.907, 23.367)
C (0.118, -14.587, 23.654)
C (1.059, -13.760, 24.584)
O (1.329, -12.594, 23.847)
C (0.577, -12.555, 22.737)
O (0.415, -11.602, 22.042)
O (0.079, -13.771, 22.481)
H (0.238, -16.565, 22.687)
H (0.879, -16.493, 24.285)
H (1.772, -15.854, 22.905)
H (-0.919, -14.700, 23.968)
H (1.970, -14.323, 24.770)
H (0.506, -13.603, 25.512)
C (5.176, -17.970, 15.175)
C (5.680, -16.569, 14.893)
C (7.113, -16.366, 14.414)
O (7.003, -16.089, 13.023)
C (5.690, -15.973, 12.684)
O (5.297, -15.827, 11.573)
O (4.921, -16.116, 13.772)
H (5.074, -18.687, 14.357)
H (4.150, -17.939, 15.551)
H (5.722, -18.491, 15.967)
H (5.422, -15.874, 15.688)
H (7.711, -17.218, 14.730)
H (7.448, -15.461, 14.924)
C (-3.250, -10.277, 14.329)
C (-3.029, -10.469, 15.828)
C (-3.839, -11.515, 16.639)
O (-2.857, -12.058, 17.493)
C (-1.651, -11.945, 16.912)
O (-0.633, -12.404, 17.340)
O (-1.749, -11.175, 15.851)
H (-2.693, -9.417, 13.964)
H (-4.302, -9.999, 14.191)
H (-3.144, -11.167, 13.715)
H (-3.038, -9.504, 16.332)
H (-4.398, -12.285, 16.100)
H (-4.630, -11.021, 17.207)